A cluster of 11 separate species, C41H85ClO16PS in total. Source: OMol25; level of theory: ωB97M-V with the def2-TZVPD basis set.

```
145
C41H85ClO16PS | OMol25 | ωB97M-V with the def2-TZVPD basis set
O 5.473 -1.459 -1.173
S 4.269 -0.686 -1.098
O 3.355 -0.837 -2.201
O 4.614 0.846 -0.930
C 3.441 -1.027 0.449
C 2.175 -1.842 0.178
C 2.517 -3.291 -0.234
C 1.950 -3.643 -1.645
P 3.284 -4.171 -2.712
C 2.744 -4.357 -4.430
C 3.707 -5.064 -5.399
C 4.887 -4.243 -5.872
Cl 6.081 -3.944 -4.572
C 4.004 -5.756 -2.202
O 4.180 -5.756 -0.817
C 4.600 -7.024 -0.298
O 5.497 -6.852 0.730
C 6.509 -5.861 0.532
C 7.367 -6.035 -0.719
O 8.694 -6.294 -0.290
H 4.757 1.226 -1.813
H 4.169 -1.605 1.017
H 3.234 -0.098 0.977
H 1.590 -1.844 1.097
H 1.580 -1.374 -0.596
H 2.138 -4.012 0.486
H 3.602 -3.421 -0.219
H 1.495 -2.758 -2.089
H 1.183 -4.413 -1.563
H 4.262 -3.184 -2.639
H 1.834 -4.963 -4.368
H 2.444 -3.377 -4.803
H 3.120 -5.297 -6.292
H 4.039 -6.022 -4.999
H 5.420 -4.780 -6.652
H 4.573 -3.276 -6.260
H 3.344 -6.557 -2.565
H 4.961 -5.855 -2.731
H 3.735 -7.550 0.110
H 5.027 -7.620 -1.118
H 6.072 -4.863 0.576
H 7.174 -5.960 1.387
H 7.019 -6.875 -1.330
H 7.347 -5.108 -1.304
H 9.281 -6.284 -1.058
C -2.402 -2.205 -2.467
C -1.803 -1.577 -1.235
O -0.672 -1.853 -0.875
C -2.669 -0.609 -0.489
H -1.688 -2.890 -2.921
H -3.309 -2.750 -2.201
H -2.672 -1.423 -3.179
H -3.582 -1.099 -0.152
H -2.958 0.213 -1.145
H -2.131 -0.222 0.374
C -5.293 3.003 1.129
C -5.305 1.554 1.529
O -5.106 0.662 0.733
C -5.584 1.266 2.983
H -5.086 3.086 0.064
H -6.263 3.454 1.351
H -4.526 3.541 1.688
H -6.559 1.676 3.252
H -4.828 1.740 3.612
H -5.579 0.192 3.158
C 12.614 -8.914 -1.581
C 11.923 -7.796 -2.319
O 10.826 -7.406 -1.978
C 12.665 -7.196 -3.480
H 11.986 -9.261 -0.764
H 12.817 -9.741 -2.263
H 13.567 -8.561 -1.184
H 12.873 -7.964 -4.228
H 13.615 -6.780 -3.143
H 12.065 -6.406 -3.928
C 16.309 -5.946 -6.052
C 16.047 -5.375 -4.681
O 15.556 -6.045 -3.799
C 16.426 -3.933 -4.460
H 15.996 -6.987 -6.084
H 15.760 -5.377 -6.804
H 17.373 -5.880 -6.286
H 15.881 -3.292 -5.155
H 17.494 -3.797 -4.637
H 16.189 -3.643 -3.439
C -3.340 1.668 -5.494
C -4.449 1.241 -4.563
O -4.219 0.795 -3.462
C -5.860 1.403 -5.069
H -2.376 1.506 -5.017
H -3.388 1.094 -6.421
H -3.446 2.725 -5.744
H -6.000 0.819 -5.981
H -6.055 2.451 -5.304
H -6.562 1.065 -4.311
C -9.305 1.774 4.265
C -8.992 3.252 4.262
O -8.515 3.781 3.281
C -9.277 4.014 5.526
H -9.048 1.356 3.293
H -8.722 1.276 5.042
H -10.364 1.600 4.464
H -8.705 3.602 6.352
H -10.339 3.955 5.768
H -8.992 5.055 5.389
C -7.859 3.796 10.780
C -7.830 4.642 9.531
O -8.355 4.276 8.504
C -7.120 5.970 9.621
H -8.398 2.872 10.586
H -6.841 3.564 11.097
H -8.351 4.340 11.588
H -6.075 5.816 9.896
H -7.586 6.590 10.389
H -7.173 6.483 8.664
C -8.592 7.774 3.773
C -7.411 8.289 4.549
O -7.474 8.563 5.727
C -6.121 8.449 3.776
H -9.453 7.699 4.436
H -8.834 8.446 2.951
H -8.362 6.784 3.369
H -6.267 9.145 2.949
H -5.815 7.486 3.361
H -5.342 8.826 4.435
C -11.142 7.427 -0.373
C -10.447 8.707 0.021
O -9.954 8.847 1.116
C -10.399 9.803 -1.016
H -11.107 6.722 0.454
H -12.181 7.631 -0.635
H -10.651 6.989 -1.244
H -11.411 10.092 -1.301
H -9.881 9.450 -1.909
H -9.876 10.667 -0.612
C -0.692 4.394 0.728
C -1.476 4.735 1.973
O -2.683 4.779 1.965
C -0.680 5.019 3.223
H -1.376 4.212 -0.097
H -0.022 5.217 0.471
H -0.087 3.502 0.901
H -0.010 5.864 3.057
H -0.074 4.150 3.486
H -1.356 5.250 4.043
```

Computed properties:
net charge: +1
frontier orbital gap: 8.06 eV
E_tot: -4016.5226 Ha
LUMO level: -1.8 eV
multiplicity: 1

A structure of composition C20H22N9O4S2Y at a distorted geometry. Source: OMol25; level of theory: ωB97M-V with the def2-TZVPD basis set.

```
58
C20H22N9O4S2Y | OMol25 | ωB97M-V with the def2-TZVPD basis set
Y -0.862 0.133 0.964
N -3.423 1.191 0.785
N -3.563 2.572 0.630
C -2.503 3.365 0.429
N -2.749 4.658 0.269
S -0.895 2.799 0.366
H -4.068 0.738 0.145
H -3.681 0.923 1.731
H -4.480 2.975 0.756
H -3.679 5.046 0.254
H -1.972 5.286 0.140
O -3.424 -4.927 3.279
C -2.524 -5.263 2.375
O -2.335 -6.390 2.014
C -1.722 -4.166 1.724
C -0.774 -4.471 0.769
N -0.245 -3.322 0.341
N -0.776 -2.258 0.957
C -1.686 -2.768 1.808
C -2.466 -1.803 2.656
O -3.323 -2.191 3.414
O -2.141 -0.550 2.460
H -3.460 -3.955 3.420
H -0.476 -5.439 0.395
H 0.489 -3.202 -0.337
S 1.421 -0.375 -5.504
C 0.904 -0.237 -3.859
C 1.567 0.486 -2.859
C 1.055 0.484 -1.586
N -0.069 -0.166 -1.229
C -0.710 -0.849 -2.198
C -0.271 -0.915 -3.493
C 2.857 0.668 -5.540
C 2.726 2.032 -5.754
C 3.888 2.791 -5.797
N 5.109 2.273 -5.654
C 5.211 0.958 -5.472
C 4.113 0.105 -5.407
H 2.475 1.033 -3.073
H 1.570 1.031 -0.801
H -1.614 -1.374 -1.908
H -0.832 -1.486 -4.223
H 1.754 2.489 -5.893
H 3.835 3.861 -5.960
H 6.215 0.561 -5.376
H 4.242 -0.960 -5.261
C 0.756 1.529 6.063
N 0.885 0.897 4.742
C 1.443 -0.337 4.487
C 1.327 -0.537 3.152
N 0.702 0.564 2.580
C 0.451 1.398 3.585
H 1.484 1.086 6.735
H -0.243 1.369 6.459
H 0.957 2.593 5.981
H 1.870 -0.949 5.264
H 1.677 -1.370 2.566
H -0.015 2.366 3.490
```

Computed properties:
net charge: +2
frontier orbital gap: 8.57 eV
E_tot: -2403.5194 Ha
LUMO level: -5.5 eV
ΔE to the lowest compared entry with this formula, charge and spin: 31.4 kJ/mol
multiplicity: 1

A cluster of 7 separate species, C12H18ClN6O4 in total at a distorted geometry. Source: OMol25; level of theory: ωB97M-V with the def2-TZVPD basis set.

```
41
C12H18ClN6O4 | OMol25 | ωB97M-V with the def2-TZVPD basis set
Cl -2.951 14.931 -6.772
O -3.702 16.092 -6.823
O -2.981 14.328 -8.084
O -1.607 15.223 -6.295
O -3.544 14.032 -5.845
C -5.393 18.755 -7.879
C -5.061 18.645 -9.323
N -4.810 18.526 -10.444
H -6.120 19.544 -7.688
H -4.462 18.835 -7.317
H -5.867 17.826 -7.561
C -0.358 11.640 -6.868
C -0.357 11.240 -8.261
N -0.386 11.004 -9.395
H 0.659 11.351 -6.603
H -1.062 11.095 -6.240
H -0.341 12.720 -6.718
C 0.065 16.940 -3.953
C -0.016 16.026 -2.839
N -0.122 15.362 -1.925
H 0.238 16.330 -4.839
H 0.881 17.661 -3.907
H -0.913 17.421 -3.915
C -6.253 13.770 -9.876
C -5.528 12.655 -10.481
N -4.986 11.823 -11.008
H -7.055 13.543 -9.173
H -6.783 14.349 -10.633
H -5.529 14.348 -9.302
C -4.272 16.956 -3.713
C -3.552 16.150 -2.754
N -3.069 15.431 -1.949
H -4.834 16.255 -4.330
H -3.616 17.615 -4.282
H -5.040 17.598 -3.281
C -1.835 16.107 -10.717
C -2.587 16.457 -11.845
N -3.206 16.722 -12.775
H -0.799 16.444 -10.738
H -1.799 15.031 -10.545
H -2.318 16.618 -9.884
```

Computed properties:
net charge: -1
frontier orbital gap: 9.40 eV
E_tot: -1557.4979 Ha
LUMO level: 2.4 eV
ΔE to the lowest compared entry with this formula, charge and spin: 61.1 kJ/mol
multiplicity: 1

The molecule C4H8FNO at a distorted geometry. Source: OMol25; level of theory: ωB97M-V with the def2-TZVPD basis set.

```
15
C4H8FNO | OMol25 | ωB97M-V with the def2-TZVPD basis set
C 2.309 1.164 -0.013
C 0.808 1.124 -0.035
N 0.196 0.264 -0.754
C -1.187 0.196 -0.823
F -1.889 0.850 0.259
O -1.582 -1.246 -0.746
C -1.344 -1.909 0.496
H 2.618 0.941 -0.986
H 2.655 0.575 0.807
H 2.563 2.169 0.337
H 0.247 1.942 0.464
H -1.572 0.373 -1.823
H -1.924 -2.898 0.584
H -1.560 -1.374 1.516
H -0.338 -2.170 0.717
```

Computed properties:
SMILES string: C/C=N/[C@H](F)OC
frontier orbital gap: 11.15 eV
E_tot: -387.0079 Ha
LUMO level: 1.0 eV
ΔE to the lowest compared entry with this formula, charge and spin: 143.0 kJ/mol
multiplicity: 1

The molecule C22H24FN3O3 at a distorted geometry. Source: OMol25; level of theory: ωB97M-V with the def2-TZVPD basis set.

```
53
C22H24FN3O3 | OMol25 | ωB97M-V with the def2-TZVPD basis set
C -6.569 -1.240 -2.069
O -6.261 -0.931 -0.736
C -5.458 -1.906 -0.111
C -5.178 -1.483 1.342
N -4.206 -0.437 1.552
C -2.831 -0.844 1.322
C -1.924 0.381 1.280
N -2.262 1.185 0.127
C -1.379 1.794 -0.695
O -1.726 2.307 -1.745
C 0.050 1.832 -0.246
C 0.395 2.419 0.978
C 1.707 2.549 1.382
C 2.688 2.066 0.527
N 4.060 2.040 0.624
C 4.468 1.495 -0.468
C 5.880 1.215 -0.836
C 6.211 -0.225 -0.522
C 5.539 -1.269 -1.146
C 5.832 -2.587 -0.846
C 6.809 -2.888 0.088
C 7.494 -1.867 0.722
C 7.184 -0.556 0.411
F 7.869 0.428 1.032
O 3.485 1.128 -1.333
C 2.333 1.489 -0.710
C 1.022 1.370 -1.123
C -3.665 1.180 -0.256
C -4.525 0.856 0.960
H -7.188 -0.428 -2.443
H -5.662 -1.318 -2.682
H -7.121 -2.186 -2.141
H -5.982 -2.875 -0.107
H -4.519 -2.040 -0.670
H -6.124 -1.149 1.776
H -4.835 -2.362 1.896
H -2.527 -1.498 2.148
H -2.699 -1.407 0.383
H -0.879 0.070 1.215
H -2.058 0.953 2.206
H -0.394 2.799 1.610
H 1.973 3.009 2.320
H 6.524 1.882 -0.265
H 6.010 1.395 -1.905
H 4.777 -1.036 -1.875
H 5.298 -3.381 -1.344
H 7.040 -3.915 0.323
H 8.262 -2.069 1.452
H 0.756 0.949 -2.079
H -3.838 0.446 -1.051
H -3.912 2.165 -0.660
H -4.371 1.630 1.722
H -5.574 0.865 0.667
```

Computed properties:
SMILES string: COCCN1CCN(C(=O)c2ccc3nc(Cc4ccccc4F)oc3c2)CC1
frontier orbital gap: 9.00 eV
E_tot: -1342.5881 Ha
LUMO level: 0.6 eV
ΔE to the lowest compared entry with this formula, charge and spin: 235.9 kJ/mol
multiplicity: 1

A cluster of 2 separate species, C3H5N4O2 in total at a distorted geometry. Source: OMol25; level of theory: ωB97M-V with the def2-TZVPD basis set.

```
14
C3H5N4O2 | OMol25 | ωB97M-V with the def2-TZVPD basis set
C -1.197 -0.471 0.229
C 1.290 1.664 -0.021
C -0.285 -0.825 -0.809
N 1.697 -2.024 -0.295
N 0.814 -1.444 -0.615
N -0.897 -0.604 1.474
N 2.102 1.802 -0.859
O -2.463 -0.157 0.003
O 0.365 1.676 0.671
H -0.265 -0.287 -1.843
H 0.101 -0.658 1.687
H -1.545 -0.499 2.317
H -2.803 0.185 -0.855
H 3.085 1.642 -1.082
```

Computed properties:
net charge: +1
frontier orbital gap: 9.90 eV
E_tot: -486.5138 Ha
LUMO level: -4.5 eV
ΔE to the lowest compared entry with this formula, charge and spin: 113.4 kJ/mol
multiplicity: 1